1.
Below is a 2-piece molecular cluster, C2H8NO3 overall in a non-equilibrium geometry, with properties calculated with ωB97M-V/def2-TZVPD.

The geometry in XYZ format:
```
14
C2H8NO3 ωB97M-V/def2-TZVPD
C -2.22655 -0.20812 0.56701
C 2.07192 0.09577 -0.03773
N -1.21721 0.29813 -0.46130
O 1.59232 -0.93623 0.66532
O 3.38202 0.20141 -0.14441
O 1.31335 0.91496 -0.54166
H -3.15713 0.36155 0.46021
H -1.96031 0.03957 1.53689
H -1.68034 1.15003 -0.74463
H -1.49756 -0.38655 -1.21492
H -0.15137 0.48334 -0.53740
H 2.27096 -1.55587 0.91672
H 3.75871 0.80037 -0.80363
H -2.49880 -1.25836 0.33952
```

Computed properties:
Total charge   +1
Relative energy (zero: lowest compared OMol25 entry of this formula, charge and spin)   50.7 kJ/mol
LUMO level   -3.23 eV

2.
Below is a 2-piece molecular cluster, C7H18NO2S overall in a non-equilibrium geometry, with properties calculated with ωB97M-V/def2-TZVPD.

The geometry in XYZ format:
```
29
C7H18NO2S ωB97M-V/def2-TZVPD
C -0.08362 -1.03722 0.89290
C -1.12434 -1.98364 0.05159
O -0.52757 -2.73887 -1.05947
C 0.51954 -3.66950 -0.61315
C 1.95047 -3.16063 -1.31305
S 3.30300 -3.59718 -0.04540
H -0.64690 -0.68558 1.88533
H 0.96494 -1.51424 1.10042
H 0.10011 -0.05219 0.25034
H -1.92001 -1.24400 -0.44354
H -1.74796 -2.65188 0.81249
H 0.35486 -4.77002 -1.04429
H 0.64259 -3.76604 0.54636
H 1.90630 -1.99700 -1.51438
H 2.12708 -3.76675 -2.32004
H 2.69730 -4.45827 0.92512
H 3.51806 -2.36292 0.63208
C -0.19308 3.13724 1.29898
O -0.12017 1.97182 1.66839
N -0.92221 3.58973 0.21981
C -0.95661 4.98832 -0.15280
C -1.67807 2.63746 -0.56706
H 0.34299 3.94254 1.82656
H -1.99150 5.34010 -0.11068
H -0.57397 5.09210 -1.17237
H -0.34468 5.59143 0.52323
H -2.40251 2.13540 0.08139
H -0.99227 1.88870 -0.97486
H -2.20178 3.14104 -1.38391
```

Computed properties:
Total charge   +1
Relative energy (zero: lowest compared OMol25 entry of this formula, charge and spin)   328.0 kJ/mol
LUMO level   -4.16 eV

3.
Below is C11H14Br5GeO2PtSe as an isolated structure, with properties calculated with ωB97M-V/def2-TZVPD.

The geometry in XYZ format:
```
35
C11H14Br5GeO2PtSe ωB97M-V/def2-TZVPD
Pt -0.92507 -0.10428 -0.50650
Br 2.53674 6.23153 0.04089
C 2.18452 4.43180 0.31405
C 3.09548 3.66447 1.20675
Br 4.53451 4.55134 1.98703
C 2.90191 2.35549 1.45674
Br 3.98100 1.31168 2.55212
C 1.76404 1.65966 0.84717
O 1.49291 0.50218 1.02098
C 0.83882 2.47115 -0.08775
O -0.11070 1.90738 -0.62413
C 1.11631 3.86766 -0.30312
Br -0.05015 4.77875 -1.44086
C 2.77689 -3.79590 -3.10902
Ge 1.34615 -3.13656 -4.25120
C 1.95454 -1.65960 -5.37835
C 0.49167 -4.52588 -5.30872
C -0.07810 -2.45520 -3.01593
Se 0.32605 -0.67421 -2.37762
C -0.61217 0.32495 -3.75097
H 3.66262 -4.03356 -3.69718
H 2.46036 -4.69792 -2.58582
H 3.05625 -3.04795 -2.36548
H 2.74864 -2.01272 -6.03635
H 2.36022 -0.83224 -4.79338
H 1.14818 -1.28781 -6.01154
H 1.20976 -4.96642 -6.00011
H -0.33208 -4.11210 -5.89031
H 0.10219 -5.31873 -4.67092
H -0.14212 -3.07811 -2.12597
H -1.06534 -2.41844 -3.47399
H -0.06553 0.17552 -4.67888
H -0.60354 1.37343 -3.46563
H -1.62899 -0.04893 -3.82383
Br -2.12818 -2.09040 -0.24144
```

Computed properties:
Total charge   +1
Relative energy (zero: lowest compared OMol25 entry of this formula, charge and spin)   95.5 kJ/mol
LUMO level   -5.87 eV

4.
Below is a 2-piece molecular cluster, C3H7N3 overall in a non-equilibrium geometry, with properties calculated with ωB97M-V/def2-TZVPD.

The geometry in XYZ format:
```
13
C3H7N3 ωB97M-V/def2-TZVPD
C 1.66792 -0.15872 0.05798
C -0.97078 -1.23207 0.47140
C 0.58842 0.09716 -0.80206
N 2.56472 -0.33874 0.75240
N -0.17239 1.93214 0.09293
N -0.51514 -0.70219 -0.79621
H -1.85958 -1.83932 0.30642
H -0.18471 -1.84977 0.90224
H -1.22109 -0.43150 1.17425
H 0.82617 0.57478 -1.74127
H -0.04981 1.72201 1.08707
H 0.59303 2.56722 -0.13762
H -1.26678 -0.34101 -1.36753
```

Computed properties:
Total charge   0
Relative energy (zero: lowest compared OMol25 entry of this formula, charge and spin)   253.7 kJ/mol
LUMO level (alpha / beta)   0.05 / 0.05 eV

5.
Below is C4H30B5KO2Zr as an isolated structure in a non-equilibrium geometry, with properties calculated with ωB97M-V/def2-TZVPD.

The geometry in XYZ format:
```
43
C4H30B5KO2Zr ωB97M-V/def2-TZVPD
Zr 0.76697 0.91709 1.95930
K 2.14538 2.96872 -2.14127
B 1.72079 -0.91260 2.77130
H 2.41668 -0.08879 2.80756
H 0.94538 -0.50382 3.40051
H 1.29020 -1.08270 1.79668
H 2.07871 -1.82109 3.23040
B -1.24337 -0.32753 2.09729
H -0.51593 -0.66551 1.37559
H -0.88175 0.31784 2.88276
H -1.96414 0.22946 1.51893
H -1.63029 -1.24307 2.51718
B -0.50320 2.83393 1.66998
H -1.12062 3.70158 1.49615
H -0.67067 2.07498 0.92153
H 0.56695 2.97180 1.66799
H -0.74545 2.33630 2.59621
B 1.07314 0.83089 -0.33625
H 1.47666 0.65696 -1.32173
H 1.71031 0.25333 0.31544
H 1.25017 1.85392 -0.04244
H 0.05065 0.55638 -0.12793
B 3.50418 2.01575 1.30107
H 2.93077 2.92748 1.23624
H 3.86360 1.80204 0.30639
H 4.25560 2.17130 2.05963
H 2.79670 1.27112 1.63157
C 0.68714 -2.80848 -1.51844
O -0.44190 -2.61260 -2.36731
C -1.47923 -1.81216 -1.78426
C -2.80094 -2.06633 -2.50184
O -3.06131 -1.41090 -3.72528
C -3.00487 0.03848 -3.71715
H 1.32572 -3.41166 -2.16378
H 0.52459 -3.47038 -0.66781
H 1.12341 -1.88879 -1.12864
H -1.19355 -0.76160 -1.73119
H -1.58611 -2.25588 -0.79441
H -3.64193 -1.75133 -1.88408
H -3.00354 -3.13581 -2.55903
H -3.49794 0.48999 -4.57802
H -2.01500 0.49339 -3.68054
H -3.50199 0.31830 -2.78835
```

Computed properties:
Total charge   +1
LUMO level (alpha / beta)   -3.58 / -9.18 eV
Multiplicity   2

6.
Below is an isolated ion of composition C11H13O and charge +1 in a non-equilibrium geometry, with properties calculated with ωB97M-V/def2-TZVPD.

The geometry in XYZ format:
```
25
C11H13O ωB97M-V/def2-TZVPD
C -2.17412 -1.60163 -1.69695
C -2.66181 -1.70869 -0.37864
C -1.01705 -0.96381 -2.15462
C -1.82469 -1.06654 0.56378
C -0.16736 -0.38412 -1.13685
C -0.61176 -0.49552 0.23006
C 1.13005 0.06694 -1.35538
C 0.00524 1.48732 1.31384
C 1.61029 1.12434 -2.18245
C 0.88520 2.23710 2.20722
C 1.11200 -0.72847 1.84137
O 0.09179 0.19574 1.30478
H -2.87378 -2.03742 -2.40733
H -3.61723 -2.33624 -0.07097
H -0.69245 -1.12549 -3.18453
H -2.15127 -0.95227 1.66553
H 0.89581 1.76974 -2.69473
H 1.89348 0.17914 -2.79934
H 2.54191 1.64768 -2.15378
H 0.38370 3.07831 2.64553
H 1.63596 2.71077 1.52379
H 1.48396 1.53378 2.93347
H 0.66403 -1.51517 2.40301
H 1.73611 -1.04690 1.06805
H 1.72199 -0.06858 2.51514
```

Computed properties:
Total charge   +1
Relative energy (zero: lowest compared OMol25 entry of this formula, charge and spin)   669.1 kJ/mol
LUMO level (alpha / beta)   -4.26 / -4.26 eV

7.
Below is an isolated ion of composition C23H30NO3 and charge +1, with properties calculated with ωB97M-V/def2-TZVPD.

The geometry in XYZ format:
```
57
C23H30NO3 ωB97M-V/def2-TZVPD
C 5.35151 0.03553 -0.15250
C 4.19603 0.25433 0.77933
O 3.19009 0.84072 0.45552
C 4.35723 -0.34782 2.15769
H 5.40875 -0.50732 2.39144
H 3.91864 0.32915 2.89218
C 3.60758 -1.69552 2.21096
C 2.14411 -1.50598 1.93666
C 1.32126 -0.93792 2.90240
C -0.02082 -0.72729 2.65521
C -0.55363 -1.08566 1.42656
C 0.25041 -1.64523 0.44715
C 1.59239 -1.85140 0.71046
H 2.21605 -2.28357 -0.05746
H -0.15342 -1.90808 -0.51968
O -1.90310 -0.78939 1.19379
C -2.74634 -1.86944 0.82044
H -2.24651 -2.53162 0.10623
H -2.99988 -2.45765 1.71292
C -4.03466 -1.31412 0.18217
O -4.76811 -0.50267 1.06944
H -5.06631 -1.01569 1.82778
C -3.71189 -0.41684 -1.02188
N -3.11932 0.82775 -0.49690
H -3.84632 1.31200 0.04232
H -2.40411 0.49804 0.20010
C -2.45901 1.75945 -1.46882
C -1.26075 1.06017 -2.05676
C -0.00507 1.19651 -1.46984
C 1.06147 0.47177 -1.99522
C 0.89164 -0.36065 -3.08323
C -0.35117 -0.46254 -3.69095
C -1.41916 0.24649 -3.17753
H -2.38236 0.19139 -3.66607
H -0.48511 -1.08601 -4.56106
H 1.72849 -0.91820 -3.47465
H 2.02671 0.57608 -1.52555
C 0.26815 2.16059 -0.35405
C -0.98251 2.70486 0.32898
C -2.05872 3.01964 -0.70850
H -1.66324 3.73937 -1.42642
H -2.93415 3.47079 -0.23596
H -0.72864 3.61611 0.87027
H -1.34944 1.99131 1.07066
H 0.93430 1.69206 0.37130
H 0.82746 2.99328 -0.79099
H -3.18992 1.99150 -2.25078
H -2.99621 -0.90851 -1.68207
H -4.62399 -0.18655 -1.57576
H -4.63373 -2.17100 -0.15726
H -0.66080 -0.28415 3.40226
H 1.73189 -0.66224 3.86192
H 4.03964 -2.38102 1.48004
H 3.74478 -2.12410 3.20537
H 5.65056 -1.01017 -0.14474
H 5.10041 0.34567 -1.16355
H 6.19888 0.62379 0.19662
```

Computed properties:
Total charge   +1
Relative energy (zero: lowest compared OMol25 entry of this formula, charge and spin)   0.0 kJ/mol
LUMO level   -2.09 eV
Structure (SMILES)   CC(=O)CCc1ccc(OC[C@@H](O)C[NH2+][C@H]2CCCc3ccccc32)cc1

Q: The lowest total charge belongs to which entry?
A: C3H7N3

Copy entry 6 word for word.
Below is an isolated ion of composition C11H13O and charge +1 in a non-equilibrium geometry, with properties calculated with ωB97M-V/def2-TZVPD.

The geometry in XYZ format:
```
25
C11H13O ωB97M-V/def2-TZVPD
C -2.17412 -1.60163 -1.69695
C -2.66181 -1.70869 -0.37864
C -1.01705 -0.96381 -2.15462
C -1.82469 -1.06654 0.56378
C -0.16736 -0.38412 -1.13685
C -0.61176 -0.49552 0.23006
C 1.13005 0.06694 -1.35538
C 0.00524 1.48732 1.31384
C 1.61029 1.12434 -2.18245
C 0.88520 2.23710 2.20722
C 1.11200 -0.72847 1.84137
O 0.09179 0.19574 1.30478
H -2.87378 -2.03742 -2.40733
H -3.61723 -2.33624 -0.07097
H -0.69245 -1.12549 -3.18453
H -2.15127 -0.95227 1.66553
H 0.89581 1.76974 -2.69473
H 1.89348 0.17914 -2.79934
H 2.54191 1.64768 -2.15378
H 0.38370 3.07831 2.64553
H 1.63596 2.71077 1.52379
H 1.48396 1.53378 2.93347
H 0.66403 -1.51517 2.40301
H 1.73611 -1.04690 1.06805
H 1.72199 -0.06858 2.51514
```

Computed properties:
Total charge   +1
Relative energy (zero: lowest compared OMol25 entry of this formula, charge and spin)   669.1 kJ/mol
LUMO level (alpha / beta)   -4.26 / -4.26 eV

Q: Number 7 is which compound?
A: C23H30NO3